[1]
{
  "formula": "C10H14N2O",
  "method": "ωB97M-V/def2-TZVPD",
  "symbols": ["C", "C", "C", "C", "C", "C", "C", "C", "C", "C", "N", "N", "O", "H", "H", "H", "H", "H", "H", "H", "H", "H", "H", "H", "H", "H", "H"],
  "xyz": [[-0.843261, -3.907708, 0.192552], [0.168616, -2.870237, 0.329524], [-0.579172, -1.764215, -0.025089], [-0.013605, 3.557944, -0.022299], [0.771938, 2.496346, 0.746056], [-0.813827, 2.688023, -1.091499], [0.007168, 1.248798, 0.689508], [-1.001848, 1.344804, -0.423087], [0.156242, 0.374400, -0.465018], [1.617514, -3.131088, 0.663122], [-2.073264, -3.460634, -0.157790], [-1.805656, -2.142991, -0.380818], [1.127217, 0.251868, -1.399321], [-0.686609, -4.842362, 0.486059], [-0.633786, 4.155719, 0.639694], [0.784003, 4.179799, -0.601623], [1.806669, 2.279282, 0.248335], [1.068967, 2.681016, 1.774508], [-1.869617, 3.118693, -1.166822], [-0.155873, 2.739325, -1.948394], [-0.214576, 0.826599, 1.680522], [-2.061697, 0.932694, -0.364640], [2.105500, -2.237868, 1.113484], [1.505792, -4.102333, 1.324712], [2.106024, -3.510045, -0.214204], [-2.524440, -1.354346, -0.445410], [2.051582, 0.448516, -1.182062]],
  "forces_ev_per_angstrom": [[-0.725, 4.699, -0.445], [-1.842, -0.531, -0.826], [2.758, 3.106, -0.685], [1.826, 0.026, -1.672], [3.116, 0.135, -0.615], [-1.156, 1.838, 1.898], [-0.666, -1.395, 1.976], [-1.001, -1.609, -0.863], [-1.151, -3.465, 0.219], [-1.714, -1.509, 1.364], [1.989, 0.202, 0.045], [-1.913, 2.479, 0.338], [-0.511, 0.476, -0.557], [0.308, -4.055, 0.857], [-0.052, 0.128, -0.155], [-1.764, -0.432, 1.188], [-1.541, 0.705, 0.536], [-0.275, 0.570, 0.097], [1.655, -0.321, -0.801], [-0.676, -0.455, -0.723], [-0.147, -0.138, -0.704], [1.631, 0.588, 0.064], [-0.142, -1.032, -0.125], [0.968, 2.180, -0.600], [0.633, 0.269, -0.486], [0.905, -2.388, -0.111], [-0.514, -0.069, 0.785]],
  "e_lumo_ev": 0.44,
  "e_homo_ev": -8.388,
  "orbital_gap_ev": 8.830
}

***

[2]
{
  "formula": "C52H49AlN5O5P2S3",
  "method": "ωB97M-V/def2-TZVPD",
  "symbols": ["Al", "C", "C", "C", "C", "C", "C", "C", "S", "O", "O", "N", "C", "C", "C", "C", "C", "N", "H", "H", "H", "H", "H", "H", "H", "H", "H", "H", "H", "O", "S", "O", "O", "S", "N", "C", "C", "C", "C", "C", "N", "C", "H", "H", "H", "H", "C", "N", "C", "C", "C", "C", "C", "C", "C", "C", "H", "H", "H", "H", "H", "H", "H", "H", "H", "H", "H", "H", "C", "P", "C", "C", "C", "C", "C", "C", "C", "C", "C", "C", "C", "C", "P", "C", "C", "C", "C", "C", "C", "C", "C", "C", "C", "C", "C", "H", "H", "H", "H", "H", "H", "H", "H", "H", "H", "H", "H", "H", "H", "H", "H", "H", "H", "H", "H", "H", "H"],
  "xyz": [[1.220804, 2.041641, 0.936046], [8.160540, -1.960921, 3.288045], [7.135857, -1.208493, 2.462486], [5.764757, -1.345019, 2.669086], [4.818599, -0.654510, 1.942630], [5.287254, 0.156665, 0.906345], [6.610848, 0.303191, 0.612122], [7.534699, -0.382045, 1.410435], [4.187687, 1.339730, 0.043060], [4.123155, 2.578914, 0.810191], [4.545370, 1.378722, -1.350909], [2.566947, 0.756914, 0.157284], [2.393935, -0.564929, -0.230231], [3.214286, -1.182630, -1.243150], [3.224639, -2.550192, -1.331635], [2.265506, -3.309614, -0.619320], [1.449968, -2.588753, 0.247546], [1.455677, -1.246681, 0.416015], [7.745430, -2.338909, 4.251021], [8.990349, -1.303025, 3.544656], [8.623954, -2.810247, 2.740368], [5.414943, -1.981890, 3.482874], [3.758518, -0.740685, 2.177122], [6.913645, 0.936460, -0.211275], [8.609594, -0.249619, 1.210373], [3.811190, -0.557914, -1.891660], [4.054166, -3.024833, -1.860725], [2.205537, -4.373045, -0.737154], [0.722822, -3.109840, 0.882004], [-1.188954, 4.353420, -0.542454], [-1.226393, 2.916969, -0.656352], [0.304741, 2.292111, -0.650945], [-1.891163, 2.384053, -1.807285], [-1.634201, 1.932458, 1.125391], [-1.513911, -1.687724, 5.316026], [-0.633050, -0.960524, 5.030713], [0.347632, -0.052469, 4.629522], [1.344926, 0.434315, 5.505503], [2.238154, 1.378207, 5.008331], [2.166559, 1.756627, 3.657624], [1.229108, 1.245681, 2.788820], [0.327467, 0.311618, 3.272145], [1.441836, 0.031375, 6.526952], [2.959270, 1.871452, 5.667215], [2.861151, 2.466793, 3.216138], [-0.455432, -0.043963, 2.592186], [2.618009, 6.610505, -2.403581], [1.884724, 5.384078, -2.104960], [0.948975, 4.958898, -3.143289], [2.374601, 4.569909, -0.977648], [1.916183, 4.931253, 0.422105], [2.007869, 6.238835, 0.848994], [1.425370, 6.667899, 2.057496], [0.702155, 5.760760, 2.804081], [0.673865, 4.414796, 2.398687], [1.372762, 3.982277, 1.296585], [2.417832, 6.931031, -3.427489], [3.694150, 6.476387, -2.262467], [2.335893, 7.472118, -1.738056], [0.437411, 5.844718, -3.596892], [0.212594, 4.263658, -2.699321], [1.504302, 4.458025, -3.953006], [3.473790, 4.568731, -0.999034], [2.032968, 3.543054, -1.207583], [2.568483, 6.982627, 0.223291], [1.565073, 7.722828, 2.398080], [0.190027, 6.093885, 3.708149], [0.053069, 3.692053, 2.964300], [-2.578447, -1.696508, -0.299138], [-2.018013, -0.598445, -1.729059], [-1.090857, -1.640196, -2.880939], [0.206552, -1.226646, -3.279760], [0.894749, -2.050927, -4.190910], [0.302674, -3.254249, -4.624926], [-0.958662, -3.637389, -4.165677], [-1.704554, -2.804404, -3.345878], [-3.504606, -0.123508, -2.688027], [-3.495196, 0.043389, -4.087052], [-4.584677, 0.584577, -4.730335], [-5.670288, 1.141447, -4.016971], [-5.688235, 0.957895, -2.613918], [-4.599951, 0.375555, -1.953485], [-3.183148, -3.494957, -0.424950], [-3.437302, -3.980036, 1.350805], [-4.122441, -5.187189, 1.565828], [-4.438207, -5.592609, 2.879821], [-4.034360, -4.841060, 3.975496], [-3.270839, -3.703854, 3.734452], [-2.967836, -3.258865, 2.438036], [-4.922512, -3.338293, -0.896367], [-5.317960, -3.871210, -2.127175], [-6.596919, -3.609647, -2.553969], [-7.536641, -2.928852, -1.735296], [-7.142992, -2.479084, -0.491847], [-5.824919, -2.726992, -0.025484], [-3.311982, -1.120364, 0.293726], [-1.659820, -1.715129, 0.312826], [0.644564, -0.292201, -2.854272], [1.917126, -1.797238, -4.481583], [0.829152, -3.946384, -5.297636], [-1.299409, -4.641269, -4.412066], [-2.760996, -2.946006, -3.119744], [-2.630505, -0.310803, -4.684865], [-4.550741, 0.583030, -5.810165], [-6.436094, 1.716124, -4.513914], [-6.510682, 1.348852, -2.011611], [-4.637184, 0.275418, -0.838211], [-4.486751, -5.723128, 0.706716], [-5.069321, -6.469088, 3.000293], [-4.233403, -5.197960, 4.989070], [-2.832777, -3.112465, 4.561502], [-2.287758, -2.399903, 2.284029], [-4.596707, -4.455078, -2.680518], [-6.857491, -3.962436, -3.548984], [-8.536903, -2.723553, -2.121209], [-7.821347, -1.950349, 0.189522], [-5.483919, -2.425231, 0.952155]],
  "forces_ev_per_angstrom": [[-1.378, 0.392, -2.232], [0.016, -0.327, 0.330], [0.090, -0.037, -0.574], [-0.179, -0.447, 0.935], [0.232, 0.388, -0.478], [-1.864, 0.874, -0.108], [0.952, -0.525, 0.408], [0.635, 0.174, -0.221], [-3.272, -0.076, 0.172], [0.622, -1.024, -0.340], [0.882, 0.295, 0.462], [2.034, 1.003, 0.594], [0.145, -0.290, -1.173], [-0.514, 0.549, 0.904], [-0.253, -0.529, 0.354], [0.681, 1.435, 0.257], [-0.747, -0.132, -0.276], [0.645, -0.846, 0.429], [0.155, 0.196, -0.784], [0.013, 0.108, 0.023], [-0.509, 0.415, 0.237], [0.121, 0.044, -0.160], [0.201, 0.058, -0.182], [0.089, 0.005, 0.061], [-0.535, -0.096, 0.085], [0.210, -0.167, 0.283], [-0.622, -0.031, -0.388], [-0.044, -0.313, 0.240], [0.098, 0.084, -0.398], [-0.062, -0.289, 0.106], [3.131, -1.871, 1.420], [-1.325, 0.647, -0.784], [-0.391, 0.210, -0.243], [-0.374, 0.308, 0.101], [2.729, 2.185, -0.492], [-3.547, -2.936, 1.327], [1.539, 0.797, -0.962], [0.007, -0.028, -0.471], [-0.200, 0.079, -0.209], [-1.171, -0.841, -0.501], [-0.062, -1.109, 2.086], [1.156, 1.840, 0.072], [-0.288, 0.450, -0.570], [-0.146, -0.363, -0.382], [-0.144, 0.021, 0.068], [0.495, 0.198, 0.077], [-0.642, -0.024, 0.819], [0.368, 1.513, 0.440], [0.297, -0.244, 0.689], [-0.272, -0.751, -1.319], [-0.022, 0.243, -0.113], [0.396, 1.501, -0.080], [0.582, 0.593, -0.270], [-0.205, -0.146, 0.205], [-0.237, 0.557, 1.239], [0.073, -1.125, -0.147], [0.127, -0.086, -0.019], [0.201, -0.083, -0.136], [0.071, -0.531, -0.516], [0.208, -0.703, 0.580], [0.266, 0.443, -0.465], [-0.265, -0.143, -0.130], [0.005, -0.014, -0.071], [0.327, 0.439, 0.266], [-0.718, -0.760, 0.689], [-0.251, -0.985, -0.355], [0.012, -0.160, -0.209], [0.480, 0.517, -0.157], [-0.414, -0.581, -0.018], [0.202, 0.799, 0.831], [-0.049, 0.248, -0.101], [-0.417, -0.657, 0.056], [-0.279, -0.105, 0.328], [0.312, 0.223, 0.373], [0.133, -0.476, -0.223], [0.785, 0.456, -0.497], [-0.193, 0.298, 0.370], [0.543, -0.968, 0.618], [-0.721, 0.788, 0.120], [1.011, -0.988, 0.855], [0.413, 0.489, -0.500], [-0.380, -0.518, 0.064], [1.198, 0.080, 0.295], [0.107, -0.156, -0.637], [-0.194, 0.731, 1.290], [-0.261, 0.032, -1.202], [0.418, -0.048, -0.284], [0.742, 0.848, 0.601], [0.280, -0.232, 0.452], [-0.027, -0.037, 0.670], [-0.035, 0.807, 0.916], [-0.993, -0.094, -0.194], [0.728, -0.179, -0.956], [0.744, -0.128, 1.328], [-0.937, 0.142, -1.669], [0.312, -0.018, -0.275], [-0.227, -0.091, -0.190], [-0.428, -0.876, -0.427], [-0.375, -0.033, -0.095], [-0.080, 0.461, 0.364], [-0.240, 0.262, -0.233], [0.404, -0.376, 0.051], [-0.656, 0.205, 0.502], [-0.169, 0.360, -0.149], [-0.211, -0.201, -0.095], [0.170, -0.070, -0.246], [0.138, 0.167, -1.182], [-0.096, -0.331, -0.093], [0.221, -0.032, 0.111], [-0.017, 0.298, -0.310], [-0.633, -0.677, -0.560], [-0.730, -0.413, 0.240], [-0.060, 0.097, -0.331], [-0.341, 0.087, 0.172], [0.295, -0.090, 0.158], [0.091, -0.246, -0.463], [-0.137, 0.211, 0.125]],
  "charge": -1,
  "e_lumo_ev": 0.89,
  "e_homo_ev": -4.646,
  "orbital_gap_ev": 5.536
}

***

[3]
{
  "formula": "C2H3Na",
  "method": "ωB97M-V/def2-TZVPD",
  "symbols": ["H", "C", "C", "H", "H", "Na"],
  "xyz": [[-0.065431, 4.407434, 1.456859], [-0.627420, 3.758553, -0.728257], [-1.251547, 4.539376, 0.138263], [-2.133886, 4.161824, 0.677302], [-1.171899, 5.632928, 0.039930], [0.723288, 2.139101, -2.447850]],
  "forces_ev_per_angstrom": [[-2.272, -0.136, -3.265], [2.699, -2.612, -2.118], [0.099, 2.202, 4.987], [0.032, 0.235, -0.016], [-0.226, -0.064, 0.041], [-0.332, 0.375, 0.372]],
  "charge": 1,
  "e_lumo_ev": [-5.80, -5.65],
  "e_homo_ev": [-12.163, -15.258],
  "spin_multiplicity": 2,
  "orbital_gap_ev": [6.360, 9.607],
  "s2": 0.767
}

***

[4]
{
  "formula": "C2H3BrClNO",
  "method": "ωB97M-V/def2-TZVPD",
  "symbols": ["C", "C", "N", "O", "Cl", "Br", "H", "H", "H"],
  "xyz": [[0.962862, 1.158193, -1.138027], [-0.718204, 0.105502, 1.329477], [0.921122, -0.035402, -1.190609], [1.086230, 2.306827, -1.230479], [0.602082, -0.988646, 1.590874], [-1.946869, -0.862479, -0.123870], [-1.386270, 0.193098, 2.179253], [-0.831071, -1.163899, -0.848188], [1.310118, -0.713194, -0.568431]],
  "forces_ev_per_angstrom": [[1.035, 0.805, 0.048], [0.700, 1.839, -0.823], [-0.417, -1.077, -1.078], [-0.510, 0.295, 0.085], [0.048, -0.827, 1.111], [-2.390, -0.210, 1.070], [-0.246, -0.843, 0.373], [1.525, -0.109, -1.167], [0.254, 0.127, 0.383]],
  "e_lumo_ev": 0.10,
  "e_homo_ev": -8.000,
  "orbital_gap_ev": 8.102
}